{
  "formula": "C5H7NO",
  "method": "the ωB97M-V functional and the def2-TZVPD basis",
  "species": ["C", "C", "C", "N", "C", "C", "O", "H", "H", "H", "H", "H", "H", "H"],
  "xyz": [[0.00809, 1.46594, -0.51151], [0.65365, 0.15256, -0.00644], [1.98280, -0.09549, -0.10388], [3.02936, -0.48303, -0.35567], [-0.20588, -0.43793, 1.10484], [-0.50285, -1.30967, -0.06082], [-1.66561, -1.15068, -0.85739], [0.64235, 1.92167, -1.26358], [-0.19347, 2.14583, 0.46190], [-0.80960, 1.32592, -1.10385], [-1.13547, 0.04361, 1.48349], [0.21888, -1.01035, 1.85974], [0.17692, -2.09276, -0.15329], [-2.19918, -0.47561, -0.49356]],
  "lowdin_charge": [-0.034, -0.326, -0.251, 0.159, -0.110, -0.115, 0.025, 0.077, 0.139, 0.024, 0.135, 0.092, 0.118, 0.068],
  "largest_force_ev_per_a": 6.07,
  "de_lowest_ev": 3.3144,
  "total_energy_ha": -324.60266,
  "total_charge": 0,
  "smiles": "C[C@@]1(C#N)C[C@H]1O"
}

=====

{
  "formula": "C5H7NO",
  "method": "the ωB97M-V functional and the def2-TZVPD basis",
  "species": ["O", "C", "C", "N", "C", "C", "C", "H", "H", "H", "H", "H", "H", "H"],
  "xyz": [[-0.97489, -2.06872, 0.48196], [-0.35634, -1.01226, 0.54600], [1.14215, -0.72511, 0.24276], [0.90449, 0.47088, -0.60549], [-0.47624, -0.03860, -1.07609], [-0.94796, 0.38299, 0.36445], [0.20933, 1.38177, 0.37345], [1.62012, -1.50460, -0.35288], [1.72210, -0.51849, 1.14719], [-0.65861, -1.22908, -1.03680], [-0.94076, 0.37821, -1.95619], [-1.98164, 0.56420, 0.65322], [-0.02597, 2.34758, -0.09065], [0.76421, 1.57125, 1.30906]],
  "lowdin_charge": [0.022, -0.433, -0.099, -0.058, -0.095, -0.122, -0.123, 0.129, 0.122, 0.164, 0.120, 0.140, 0.116, 0.117],
  "largest_force_ev_per_a": 4.18,
  "de_lowest_ev": 4.1953,
  "total_energy_ha": -324.57029,
  "total_charge": 0
}

=====

{
  "formula": "C5H7NO",
  "method": "the ωB97M-V functional and the def2-TZVPD basis",
  "species": ["C", "C", "C", "C", "N", "C", "O", "H", "H", "H", "H", "H", "H", "H"],
  "xyz": [[2.18253, -0.75290, 0.20640], [1.37811, 0.30381, -0.13576], [-0.03002, 0.43308, -0.14429], [-0.61662, 1.65862, 0.01326], [-0.64629, -0.81049, -0.08974], [-2.02649, -0.97723, -0.04812], [-2.70361, 0.07638, 0.11958], [3.28455, -0.64326, -0.01828], [1.50056, -1.43850, 0.74489], [1.90988, 1.23191, -0.46837], [-0.06062, 2.55840, 0.31890], [-1.59669, 1.82691, 0.18186], [-0.14963, -1.49370, -0.60608], [-2.42566, -1.97302, -0.07424]],
  "lowdin_charge": [0.018, -0.182, -0.355, 0.111, 0.064, -0.217, -0.021, 0.080, 0.062, 0.115, 0.081, 0.005, 0.116, 0.122],
  "largest_force_ev_per_a": 5.49,
  "de_lowest_ev": 2.4562,
  "total_energy_ha": -324.63420,
  "total_charge": 0,
  "smiles": "C=CC(=C)NC=O"
}

=====

{
  "formula": "C5H7NO",
  "method": "the ωB97M-V functional and the def2-TZVPD basis",
  "species": ["C", "N", "C", "C", "C", "C", "O", "H", "H", "H", "H", "H", "H", "H"],
  "xyz": [[-1.33807, 1.27982, -0.43174], [-0.68197, -1.13160, -0.21293], [1.02959, 0.15731, 0.18804], [-0.35058, 0.20103, -0.18025], [0.44835, -1.77710, 0.24651], [1.22449, -0.90258, 1.06900], [1.89994, 1.16499, -0.02214], [1.48147, 1.84460, -0.57411], [-1.60868, -1.52112, -0.32009], [0.54829, -2.85184, 0.16263], [2.12156, -1.16250, 1.61448], [-1.44780, 1.43929, -1.50977], [-2.32772, 1.03570, -0.03178], [-0.99887, 2.22398, 0.00214]],
  "lowdin_charge": [-0.048, 0.033, -0.354, -0.287, -0.135, 0.031, 0.066, 0.110, 0.154, 0.099, 0.104, 0.071, 0.078, 0.077],
  "largest_force_ev_per_a": 5.31,
  "de_lowest_ev": 3.1187,
  "total_energy_ha": -324.60986,
  "total_charge": 0
}

=====

{
  "formula": "C5H7NO",
  "method": "the ωB97M-V functional and the def2-TZVPD basis",
  "species": ["C", "C", "O", "C", "C", "C", "N", "H", "H", "H", "H", "H", "H", "H"],
  "xyz": [[0.57702, 0.29375, -1.84239], [0.16216, 0.46010, -0.42354], [0.67446, 1.51211, 0.28729], [0.36346, 1.30308, 1.58455], [-0.35341, 0.16163, 1.73641], [-0.48318, -0.39362, 0.41734], [-1.13869, -1.58957, 0.06310], [-0.07756, -0.43877, -2.32130], [0.52137, 1.22705, -2.41131], [1.59722, -0.10636, -1.92686], [0.71544, 2.05417, 2.27717], [-0.75396, -0.23384, 2.66088], [-0.97789, -2.32521, 0.74027], [-0.82645, -1.92452, -0.84163]],
  "lowdin_charge": [-0.013, -0.290, 0.026, -0.129, -0.013, -0.295, 0.088, 0.073, 0.084, 0.087, 0.120, 0.106, 0.084, 0.072],
  "largest_force_ev_per_a": 0.42,
  "de_lowest_ev": 0.7753,
  "total_energy_ha": -324.69597,
  "total_charge": 0,
  "smiles": "Cc1occc1N"
}

=====

{
  "formula": "C5H7NO",
  "method": "the ωB97M-V functional and the def2-TZVPD basis",
  "species": ["C", "N", "C", "C", "C", "C", "O", "H", "H", "H", "H", "H", "H", "H"],
  "xyz": [[-1.73878, -0.01053, 0.43089], [-0.35396, -0.17179, 0.07081], [0.36730, -1.43252, -0.16000], [1.81379, -1.11368, -0.41133], [1.82512, 0.27286, -0.37579], [0.54034, 0.78875, -0.08097], [0.13344, 2.05054, 0.04706], [-2.12252, 0.93307, 0.04388], [-1.87602, -0.02027, 1.51512], [-2.32321, -0.82607, 0.00269], [0.19043, -2.13399, 0.66056], [-0.02027, -1.89534, -1.07437], [2.66808, 0.93345, -0.56818], [0.89624, 2.62553, -0.10038]],
  "lowdin_charge": [-0.019, -0.097, -0.214, -0.041, -0.129, -0.358, 0.130, 0.090, 0.094, 0.093, 0.120, 0.122, 0.079, 0.130],
  "largest_force_ev_per_a": 0.48,
  "de_lowest_ev": 2.8804,
  "total_energy_ha": -324.61861,
  "total_charge": 0
}

=====

{
  "formula": "C5H7NO",
  "method": "the ωB97M-V functional and the def2-TZVPD basis",
  "species": ["C", "N", "C", "C", "C", "C", "O", "H", "H", "H", "H", "H", "H", "H"],
  "xyz": [[1.71604, -0.78975, -0.08971], [0.33685, -0.36610, -0.11691], [-0.82861, -1.12027, -0.00827], [-1.86009, -0.37646, -0.04605], [-1.40811, 0.98444, -0.06285], [-0.12636, 0.92961, -0.08953], [0.92181, 1.69086, 0.01383], [2.51926, -0.12972, -0.70445], [1.70314, -1.92484, -0.69876], [1.92778, -0.97997, 1.14266], [-0.67734, -2.24515, 0.69723], [-3.08404, -0.34397, -0.23237], [-1.73969, 2.01716, -0.21675], [0.59935, 2.65417, 0.41192]],
  "lowdin_charge": [-0.082, -0.146, -0.191, -0.154, -0.085, -0.501, 0.047, 0.120, 0.139, 0.137, 0.204, 0.169, 0.121, 0.221],
  "largest_force_ev_per_a": 10.07,
  "de_lowest_ev": 5.1241,
  "total_energy_ha": -324.53616,
  "total_charge": 0,
  "smiles": "Cn1cccc1O"
}

=====

{
  "formula": "C5H7NO",
  "method": "the ωB97M-V functional and the def2-TZVPD basis",
  "species": ["C", "C", "C", "C", "N", "C", "O", "H", "H", "H", "H", "H", "H", "H"],
  "xyz": [[-1.91523, 0.01549, 1.07365], [-0.95270, 0.72076, 0.91250], [0.33330, 1.35286, 0.61168], [1.12443, 0.46194, -0.40217], [0.79147, -0.95224, -0.31715], [-0.27299, -1.45742, -1.03419], [-0.93256, -2.42324, -0.71856], [-2.75218, -0.63745, 1.19328], [0.89761, 1.48495, 1.54539], [0.17615, 2.35812, 0.19921], [0.89545, 0.77762, -1.42714], [2.20113, 0.60379, -0.24871], [0.85491, -1.37256, 0.60554], [-0.44879, -0.93262, -1.99332]],
  "lowdin_charge": [0.118, -0.154, -0.182, -0.191, 0.003, -0.385, 0.015, 0.043, 0.112, 0.112, 0.114, 0.113, 0.144, 0.137],
  "largest_force_ev_per_a": 0.57,
  "de_lowest_ev": 2.0102,
  "total_energy_ha": -324.65059,
  "total_charge": 0,
  "smiles": "C#CCCNC=O"
}